69
Properties=species:S:1:pos:R:3:mulliken_spin:R:1 method="wB97M-V/def2-TZVPD" s2=16.219 e_lumo_ev="-4.605 / -4.748" charge=+1 homo_ev="-10.029 / -10.052" multiplicity=8
H -2.639 -4.047 1.134 0.000
H 3.943 -1.664 4.882 0.000
N 0.257 1.786 1.157 0.232
H 2.294 -1.601 5.621 0.000
N -0.296 -1.811 -1.209 0.016
H -0.065 -4.298 -1.674 0.000
H 4.006 2.168 -1.177 0.011
O -1.937 1.038 -0.287 0.013
Gd 0.257 -0.125 0.005 6.579
H 0.855 4.289 1.783 -0.010
C 4.454 0.184 0.994 0.003
C 1.351 2.502 0.796 -0.122
C -2.018 -3.401 1.782 0.000
H 0.730 -1.224 -2.749 0.001
O 2.205 0.459 -2.080 -0.119
N -1.291 -1.093 1.310 0.022
N 1.516 1.135 -1.200 -0.017
O -1.484 -0.735 2.656 0.000
H -1.287 -0.049 -3.544 0.000
C 3.146 2.863 -1.106 0.000
C 3.314 1.338 4.025 -0.002
C -0.770 -2.775 -0.390 0.004
H 5.833 -1.877 1.630 0.000
H 2.835 3.066 -2.152 0.009
H 2.903 2.230 4.509 0.000
H -1.782 1.344 -4.584 0.000
P 2.564 -0.796 2.617 -0.003
H -0.716 -4.903 -0.091 0.000
H 4.026 1.636 3.248 0.001
H 0.250 -2.212 4.084 0.000
O -0.307 1.901 2.325 0.162
H -0.354 1.433 -3.480 -0.001
H 4.290 -2.560 1.046 0.000
N 2.172 0.617 3.459 0.010
H 5.550 0.246 0.893 0.000
C 2.951 -2.125 4.903 0.001
H 4.711 -2.671 2.790 0.000
C -1.320 -2.397 0.930 0.002
H 1.990 3.246 2.697 -0.007
N 2.337 -2.126 3.554 0.001
C 2.018 2.158 -0.454 0.154
H 2.585 4.193 1.250 -0.001
H 3.395 3.794 -0.576 0.001
H 3.819 0.725 4.788 0.000
H 1.134 -3.761 4.112 0.000
N 4.170 -0.709 2.169 0.001
O 0.322 -2.077 -2.456 -0.002
H 4.050 1.190 1.144 0.000
H -1.832 -4.314 -1.392 0.000
H -1.214 0.233 2.715 0.000
H -1.627 1.718 0.335 0.002
H 1.461 0.293 5.430 -0.001
O -0.010 0.331 -5.120 0.000
H 0.668 -3.031 2.541 0.001
C 4.782 -2.048 1.894 0.001
H -2.284 0.372 0.322 0.004
O 1.734 -0.983 1.377 0.050
C -0.931 0.793 -4.142 -0.001
C 1.013 -2.814 3.557 -0.001
C 1.066 0.587 4.446 -0.006
H 0.236 -0.068 4.159 0.003
H -2.660 -2.867 2.505 0.000
H 0.671 1.606 4.533 -0.001
C -0.846 -4.169 -0.906 0.002
H -0.532 -0.061 -5.862 0.000
H 4.047 -0.221 0.046 -0.001
H 3.046 -3.176 5.219 0.000
C 1.741 3.626 1.681 0.011
H -1.301 -4.034 2.341 0.000

---

60
Properties=species:S:1:pos:R:3:mulliken_charge:R:1 method="wB97M-V/def2-TZVPD" e_lumo_ev=0.519 e_above_lowest_kj_mol=40.06 charge=0 homo_ev=-8.414
O 1.004 0.175 -0.337 -0.807
H -2.423 -2.004 -3.265 0.513
H 1.104 -2.559 -2.439 0.294
H 2.575 -1.895 4.168 0.393
H -0.724 1.209 -3.124 0.450
H -0.729 4.908 -0.664 0.305
H -1.913 -0.172 4.283 0.444
H 1.540 0.696 5.507 0.273
H -2.093 -1.288 -5.694 0.265
H -0.665 3.202 2.208 0.359
O -0.869 -1.917 0.327 -0.989
H -0.607 -2.311 -5.730 0.257
H -0.731 1.061 3.838 0.247
C 0.041 -0.969 3.844 -0.565
H -0.003 2.846 0.593 0.205
H -1.241 1.795 1.309 0.055
H 1.574 -2.736 2.997 0.473
Li -0.273 -1.005 -1.205 0.745
H -2.215 -2.996 -5.493 0.423
C -1.504 5.049 0.095 -1.175
C -1.441 -2.004 -3.738 -0.814
H 1.152 -0.015 -3.025 0.422
H 3.632 -2.798 1.893 0.392
C 1.906 0.569 3.367 -0.415
H -1.331 0.602 -4.681 0.373
C -1.341 0.439 -3.592 -0.642
H 2.828 1.741 4.919 0.439
C -1.571 -2.142 -5.258 -1.289
H 3.176 0.067 5.103 0.303
N 1.251 -0.689 3.036 0.527
C -0.900 2.821 1.210 -0.501
H 1.199 1.376 3.168 -0.076
O -3.117 3.360 0.506 -0.565
H 1.178 1.121 -0.375 -0.067
H 2.500 -1.900 -3.209 0.381
C 1.436 -2.097 -3.372 -1.364
C -1.063 0.041 3.637 -1.078
H -1.708 -2.387 0.301 0.011
H 0.308 -1.032 4.909 0.436
C 2.171 -1.837 3.148 -0.564
H 4.158 -1.227 2.483 0.327
H 2.750 0.685 2.690 0.477
H -3.105 1.582 -3.017 0.415
H -3.475 -0.020 -3.659 0.311
C -2.770 0.548 -3.049 -1.331
C -1.964 3.700 0.590 0.607
H -0.321 -1.950 3.537 0.393
C 3.294 -1.786 2.123 -1.226
C 0.721 -0.802 -3.648 -0.445
H 1.363 -2.801 -4.199 0.331
H -1.423 -0.004 2.604 0.141
N -0.711 -0.839 -3.277 0.507
C 2.376 0.750 4.812 -1.307
H -2.339 5.571 -0.364 0.332
H -0.934 -2.892 -3.359 0.410
Li 0.405 -0.769 1.210 0.755
H -2.808 0.138 -2.037 0.262
H 0.804 -0.514 -4.705 0.431
H 2.945 -1.335 1.191 0.207
H -1.078 5.640 0.906 0.327

---

In the order shown, the computed DFT total energy values come out to -71046.715 -25707.611 eV.
In the order shown, the computed largest force on an atom values come out to 4.3 1.1 eV Å⁻¹.